Record 1
C5H6O2 | the ωB97M-V functional and the def2-TZVPD basis

Calculated values
ΔE to the lowest compared entry with this formula, charge and spin = 355.3 kJ/mol
charge = 0
LUMO level = 0.9 eV
E = -9373.4135 eV

The geometry in XYZ format:
```
13
C5H6O2 | the Open Molecules 2025 dataset | the ωB97M-V functional and the def2-TZVPD basis
C -2.0736 -0.0889 -1.2253
C -1.2575 -0.8615 -0.7941
O -0.4055 -1.7293 -0.3218
C 0.9238 -1.3266 -0.1651
C 1.3568 -0.1243 0.1909
C 0.5453 1.0878 0.5994
O -0.4197 0.8124 1.5931
H -2.7815 0.5770 -1.6647
H 1.5734 -2.1749 -0.3450
H 2.4392 -0.0345 0.2346
H 0.0830 1.5532 -0.2818
H 1.2297 1.8236 1.0310
H -1.2137 0.4860 1.1488
```

Atom charges from the Löwdin analysis, given in e for atoms 1 to 5:
1 C 0.135
2 C -0.245
3 O 0.015
4 C -0.098
5 C -0.041

---

Record 2
C5H6O2 | the ωB97M-V functional and the def2-TZVPD basis

Calculated values
ΔE to the lowest compared entry with this formula, charge and spin = 319.8 kJ/mol
charge = 0
LUMO level = 0.7 eV
E = -9373.7807 eV

The geometry in XYZ format:
```
13
C5H6O2 | the Open Molecules 2025 dataset | the ωB97M-V functional and the def2-TZVPD basis
C 2.2846 -0.9518 0.2799
C 1.4178 0.1473 -0.1060
C 1.0179 1.3301 -0.1776
C -0.0311 0.2877 -0.7880
C -1.1960 -0.1086 -0.0651
O -2.1160 -0.7018 -0.6364
O -1.3046 0.3325 1.2032
H 1.6375 -1.7454 1.0765
H 2.4675 -1.6609 -0.4904
H 3.2631 -0.5196 0.6265
H 1.2297 2.4548 -0.0873
H -0.0741 0.2873 -2.0891
H -2.1177 -0.0903 1.5705
```

Atom charges from the Löwdin analysis, given in e for atoms 1 to 5:
1 C -0.054
2 C -0.270
3 C 0.035
4 C -0.099
5 C -0.566

---

Record 3
C5H6O2 | the ωB97M-V functional and the def2-TZVPD basis

Calculated values
ΔE to the lowest compared entry with this formula, charge and spin = 375.0 kJ/mol
charge = 0
LUMO level = 0.1 eV
E = -9373.2087 eV

The geometry in XYZ format:
```
13
C5H6O2 | the Open Molecules 2025 dataset | the ωB97M-V functional and the def2-TZVPD basis
C 2.6058 0.1066 -0.3818
C 1.6472 0.7660 0.1846
C -1.2746 0.5385 0.1627
C -2.5492 -0.1026 0.0458
C -0.0643 -0.0857 0.0125
O -3.5891 0.3956 -0.2726
O 0.1320 -1.3892 0.1345
H 3.6711 0.3228 -0.4680
H 2.2736 -0.8997 -0.6932
H 1.5143 1.7760 0.5325
H -1.3226 1.7001 0.2875
H -2.3256 -1.3355 -0.0137
H -0.7187 -1.7928 0.4692
```

Atom charges from the Löwdin analysis, given in e for atoms 1 to 5:
1 C -0.035
2 C -0.011
3 C -0.085
4 C -0.343
5 C -0.208

---

Record 4
C5H6O2 | the ωB97M-V functional and the def2-TZVPD basis

Calculated values
ΔE to the lowest compared entry with this formula, charge and spin = 561.1 kJ/mol
charge = 0
LUMO level = 0.3 eV
E = -9371.2806 eV

The geometry in XYZ format:
```
13
C5H6O2 | the Open Molecules 2025 dataset | the ωB97M-V functional and the def2-TZVPD basis
C -1.6467 0.9400 -0.9792
C -0.3725 0.8687 -0.6707
C -2.5701 -0.3605 0.7978
C 1.4301 -0.6952 -0.2049
C 0.6535 0.5645 0.0770
O -2.6521 0.1556 -0.4120
O 1.1993 1.3440 1.0573
H -2.0887 1.4477 -1.7242
H -3.5069 -0.9502 0.9977
H 2.4094 -0.4451 -0.2108
H 1.2640 -1.3063 0.7116
H 1.2254 -1.1670 -1.0782
H 0.4460 1.8752 1.5351
```

Atom charges from the Löwdin analysis, given in e for atoms 1 to 5:
1 C -0.126
2 C 0.048
3 C 0.079
4 C 0.007
5 C -0.388

---

Record 5
C5H6O2 | the ωB97M-V functional and the def2-TZVPD basis

Calculated values
ΔE to the lowest compared entry with this formula, charge and spin = 158.4 kJ/mol
charge = 0
LUMO level = 0.5 eV
E = -9375.4536 eV

The geometry in XYZ format:
```
13
C5H6O2 | the Open Molecules 2025 dataset | the ωB97M-V functional and the def2-TZVPD basis
O 1.8929 -1.3614 -0.5733
C 1.4923 -0.2149 -0.5789
C 0.0936 0.1613 -0.2069
C -0.4343 1.5086 -0.4716
O -1.5242 1.8766 -0.0945
C -0.3464 -0.3725 1.1778
C -0.8157 -1.0358 -0.0452
H 2.1817 0.6048 -0.8638
H 0.2617 2.2021 -0.9845
H -1.1209 0.1764 1.7076
H 0.5786 -0.5142 1.6968
H -1.8467 -0.7986 -0.2882
H -0.4148 -1.9699 -0.4240
```

Atom charges from the Löwdin analysis, given in e for atoms 1 to 5:
1 O 0.057
2 C -0.200
3 C -0.344
4 C -0.213
5 O 0.053

---

Record 6
C5H6O2 | the ωB97M-V functional and the def2-TZVPD basis

Calculated values
ΔE to the lowest compared entry with this formula, charge and spin = 258.3 kJ/mol
charge = 0
LUMO level = 0.9 eV
E = -9374.4187 eV

The geometry in XYZ format:
```
13
C5H6O2 | the Open Molecules 2025 dataset | the ωB97M-V functional and the def2-TZVPD basis
O -1.2747 1.0410 -2.2609
C -1.0829 1.0976 -1.0694
C 0.2727 0.8868 -0.4450
O 0.2372 1.0747 0.9822
C 0.7093 -0.2587 1.1747
C -0.2482 -1.2620 0.6380
C 0.7213 -0.5656 -0.2931
H -1.9008 1.2895 -0.3456
H 1.0117 1.5358 -0.9289
H 1.4155 -0.4448 1.9742
H -0.0144 -2.3006 0.8555
H -1.3154 -1.0330 0.6204
H 1.4687 -1.0609 -0.9020
```

Atom charges from the Löwdin analysis, given in e for atoms 1 to 5:
1 O 0.070
2 C -0.198
3 C -0.245
4 O -0.040
5 C -0.240

---

Record 7
C5H6O2 | the ωB97M-V functional and the def2-TZVPD basis

Calculated values
ΔE to the lowest compared entry with this formula, charge and spin = 520.1 kJ/mol
charge = 0
LUMO level (spin up / spin down) = 0.0 / 0.0 eV
E = -9371.7049 eV

The geometry in XYZ format:
```
13
C5H6O2 | the Open Molecules 2025 dataset | the ωB97M-V functional and the def2-TZVPD basis
O 2.2108 0.8238 -0.9612
C 2.2306 -0.1988 0.0069
C 0.8168 -0.5389 0.5046
C -0.3630 -0.0789 0.4887
C -1.6885 0.1960 0.5409
C -2.5108 -0.0644 -0.6225
O -3.6158 0.4157 -0.7820
H 1.8191 1.6196 -0.5771
H 2.8804 0.0660 0.8550
H 2.6815 -1.0596 -0.4926
H -2.0855 0.7400 1.3870
H -0.3290 -1.2044 1.0512
H -2.0466 -0.7161 -1.3988
```

Atom charges from the Löwdin analysis, given in e for atoms 1 to 5:
1 O -0.043
2 C -0.238
3 C 0.048
4 C -0.169
5 C -0.092

---

Record 8
C5H6O2 | the ωB97M-V functional and the def2-TZVPD basis

Calculated values
ΔE to the lowest compared entry with this formula, charge and spin = 198.3 kJ/mol
charge = 0
LUMO level = 0.8 eV
E = -9375.0403 eV

The geometry in XYZ format:
```
13
C5H6O2 | the Open Molecules 2025 dataset | the ωB97M-V functional and the def2-TZVPD basis
O 1.4857 1.7930 0.5108
C 0.8228 0.6638 0.1367
C 1.3320 -0.5504 -0.0943
O 0.4411 -1.4152 -0.6945
C -0.7993 -0.7509 -0.7161
C -1.4046 -0.4282 0.6030
C -0.6328 0.6471 -0.1401
H 2.4068 1.6675 0.2430
H 2.3072 -0.9527 0.1439
H -1.3923 -0.9841 -1.5938
H -0.9350 -0.8719 1.4771
H -2.4860 -0.3471 0.6377
H -1.1457 1.5290 -0.5135
```

Atom charges from the Löwdin analysis, given in e for atoms 1 to 5:
1 O 0.057
2 C -0.304
3 C -0.071
4 O -0.036
5 C -0.246

---

Record 9
C5H6O2 | the ωB97M-V functional and the def2-TZVPD basis

Calculated values
ΔE to the lowest compared entry with this formula, charge and spin = 224.3 kJ/mol
charge = 0
LUMO level = 1.0 eV
E = -9374.7713 eV

The geometry in XYZ format:
```
13
C5H6O2 | the Open Molecules 2025 dataset | the ωB97M-V functional and the def2-TZVPD basis
C -2.0236 -1.1146 0.6898
C -0.9525 -0.5838 0.5503
C 0.3541 0.0443 0.2820
C 1.4494 -1.0049 0.1805
O 0.2947 0.7239 -0.9798
C -0.4275 1.8783 -1.0020
O -0.0282 2.9254 -0.5860
H -2.9711 -1.5944 0.8051
H 0.5867 0.7718 1.0687
H 1.2064 -1.6984 -0.6286
H 1.5139 -1.5667 1.1173
H 2.4115 -0.5304 -0.0290
H -1.4138 1.7495 -1.4683
```

Atom charges from the Löwdin analysis, given in e for atoms 1 to 5:
1 C 0.139
2 C -0.077
3 C -0.389
4 C -0.031
5 O -0.035

---

Record 10
C5H6O2 | the ωB97M-V functional and the def2-TZVPD basis

Calculated values
ΔE to the lowest compared entry with this formula, charge and spin = 311.1 kJ/mol
charge = 0
LUMO level = 0.8 eV
E = -9373.8718 eV

The geometry in XYZ format:
```
13
C5H6O2 | the Open Molecules 2025 dataset | the ωB97M-V functional and the def2-TZVPD basis
O -1.9304 1.0423 -0.6284
C -1.8004 -0.1293 -0.3735
C -1.7614 -0.5302 1.0971
C -0.3418 -0.1604 1.0949
C 0.7080 -0.1759 0.4900
C 1.9847 0.0111 -0.1927
O 2.0683 1.1871 -0.9662
H -1.5060 -0.8923 -1.1231
H -2.4882 0.0826 1.6326
H -1.8279 -1.5803 1.3981
H 2.7486 -0.0384 0.5915
H 2.1692 -0.8132 -0.8894
H 1.7624 1.9300 -0.4304
```

Atom charges from the Löwdin analysis, given in e for atoms 1 to 5:
1 O 0.042
2 C -0.303
3 C -0.121
4 C -0.038
5 C 0.013

---

Record 11
C5H6O2 | the ωB97M-V functional and the def2-TZVPD basis

Calculated values
ΔE to the lowest compared entry with this formula, charge and spin = 250.7 kJ/mol
charge = 0
LUMO level = 0.2 eV
E = -9374.4971 eV

The geometry in XYZ format:
```
13
C5H6O2 | the Open Molecules 2025 dataset | the ωB97M-V functional and the def2-TZVPD basis
O 2.0578 -1.2967 -0.3827
C 1.5253 -0.2228 -0.5671
C 0.1244 0.1087 -0.1854
C -0.3879 1.4536 -0.4742
O -1.5095 1.8221 -0.1819
C -0.5298 -0.5390 1.2509
C -0.8621 -1.0374 -0.0675
H 2.0874 0.5983 -1.0663
H 0.2989 2.1065 -1.0589
H -1.0779 0.2294 1.7886
H 0.6301 -0.4706 1.6640
H -1.8719 -0.7472 -0.3502
H -0.4847 -2.0050 -0.3693
```

Atom charges from the Löwdin analysis, given in e for atoms 1 to 5:
1 O 0.050
2 C -0.233
3 C -0.314
4 C -0.234
5 O 0.035

---

Record 12
C5H6O2 | the ωB97M-V functional and the def2-TZVPD basis

Calculated values
ΔE to the lowest compared entry with this formula, charge and spin = 432.4 kJ/mol
charge = 0
LUMO level = 0.4 eV
E = -9372.6143 eV

The geometry in XYZ format:
```
13
C5H6O2 | the Open Molecules 2025 dataset | the ωB97M-V functional and the def2-TZVPD basis
C -0.4758 -2.9701 0.5553
C -0.1882 -1.8065 0.3921
C 0.2091 -0.3813 0.1952
C 0.0950 0.2747 -1.1807
O -0.6776 0.5887 0.7835
C 0.0049 1.9053 0.6734
O 1.1124 2.1178 1.0816
H -0.7467 -4.0010 0.7090
H 1.2122 -0.2447 0.6141
H 0.9250 0.3315 -1.8511
H 0.1839 1.5421 -0.8741
H -0.8741 -0.0142 -1.6265
H -0.7799 2.6578 0.5281
```

Atom charges from the Löwdin analysis, given in e for atoms 1 to 5:
1 C 0.125
2 C -0.046
3 C -0.371
4 C -0.001
5 O -0.111